DFT (ωB97M-V/def2-TZVPD) results for a structure of composition C5H9NO.

The value obtained for the LUMO energy is 0.856 eV. Its total energy is -325.84118 a.u. The orbital gap is 10.01 eV. Its energy relative to the best compared isomer or geometry (same formula, charge and spin) is 253.0 kJ/mol. Its HOMO energy is -9.15 eV.

```
! wB97M-V def2-TZVPD RIJCOSX def2/J DEFGRID3
* xyz 0 1
C 1.35665 0.71157 0.03467
C 0.15708 -0.21369 0.16951
C 0.59186 -1.44898 1.02353
C -1.21181 1.11853 0.02473
N -1.26058 0.57540 -1.27751
C -0.64184 -0.62781 -1.03878
O -0.86340 -1.71295 -1.52526
H 2.28928 0.21351 -0.25823
H 1.50950 1.14811 1.02973
H 1.14346 1.51473 -0.67107
H 0.97794 -1.18386 2.00870
H 1.44691 -1.94437 0.51768
H -0.14678 -2.24733 1.13426
H -1.99412 0.82940 0.71319
H -1.17880 2.23208 0.00420
H -1.67225 0.93289 -2.11885
*
```

Löwdin atomic charge list, values in e, 4 entries: C -0.0842; C -0.2603; C -0.0404; C -0.0440